One molecule with the formula C5H7N. Source: the OMol25 dataset; level of theory: ωB97M-V with the def2-TZVPD basis set.

Each line ends with the Mulliken charge.
Positions of all 13 atoms, in Å:
C1 -1.2269 -0.7557 -1.2537  -1.12
C2 -0.4515 -0.0435 -0.1938  0.32
C3 -0.1478 -0.5471 1.0472  -0.42
C4 0.9662 0.1770 1.5418  -0.49
C5 1.2938 1.1169 0.5998  -0.50
N1 0.4299 0.9734 -0.4576  -0.05
H1 -1.3273 -0.2174 -2.2035  0.33
H2 -0.6167 -1.6489 -1.4213  0.25
H3 -2.2181 -1.0823 -0.9286  0.31
H4 -0.6542 -1.3949 1.4953  0.40
H5 1.4936 -0.0144 2.4622  0.38
H6 2.0747 1.8585 0.5772  0.39
H7 0.3844 1.5782 -1.2650  0.20

For the gap between HOMO and LUMO, the calculation gives 8.95 eV. As for the energy above the lowest of the compared OMol25 structures with the same formula, charge and spin: 21.9 kJ/mol. As for the SMILES: Cc1ccc[nH]1. The calculation puts the calculated total energy at -6788.2853 eV. The calculation puts the HOMO energy at -7.9 eV.


One molecule with the formula C5H7N. Source: the OMol25 dataset; level of theory: ωB97M-V with the def2-TZVPD basis set.

Each line ends with the Mulliken charge.
Positions of all 13 atoms, in Å:
C1 0.3907 -0.2333 1.1086  -0.77
C2 0.0987 -0.4521 -0.3761  0.59
C3 0.6807 -1.4783 -1.0125  -0.92
C4 -0.9504 0.4426 -0.9397  -0.68
C5 -1.7807 1.1338 -1.4833  0.19
H1 1.4028 1.6544 1.1026  0.25
H2 -0.2648 1.6660 1.2910  0.27
H3 -0.4872 -0.6190 1.6485  0.27
H4 1.2217 -0.8389 1.3523  0.44
H5 0.4457 -1.8512 -2.0116  0.31
H6 1.3325 -2.2042 -0.4351  0.22
H7 -2.6647 1.6636 -1.7916  0.43
N1 0.5749 1.1165 1.5469  -0.60

For the gap between HOMO and LUMO, the calculation gives 10.32 eV. As for the energy above the lowest of the compared OMol25 structures with the same formula, charge and spin: 274.4 kJ/mol. As for the SMILES: C#CC(=C)CN. The calculation puts the calculated total energy at -6785.6685 eV. The calculation puts the HOMO energy at -9.4 eV.


C5H7N as an isolated structure. Source: the OMol25 dataset; level of theory: ωB97M-V with the def2-TZVPD basis set.

Each line ends with the Mulliken charge.
Positions of all 13 atoms, in Å:
C1 -3.4662 -0.2003 0.5242  -0.40
C2 -2.4634 0.1983 -0.0510  -0.10
C3 -1.1933 0.5882 -0.2202  -0.20
C4 1.7737 0.0410 0.6677  -0.81
C5 1.2404 -0.3411 -0.7597  -0.49
N1 -0.0831 -0.8868 -0.7489  -0.36
H1 -4.4051 -0.6964 0.6237  0.36
H2 -0.4979 1.3837 -0.3655  0.46
H3 2.0845 -0.7719 1.2794  0.30
H4 2.6385 0.6428 0.3836  0.27
H5 0.9913 0.6105 1.2407  0.29
H6 1.9229 -1.0986 -1.1971  0.38
H7 1.4576 0.5307 -1.3769  0.30

For the gap between HOMO and LUMO (spin up / spin down), the calculation gives 8.53 / 8.76 eV. As for the energy above the lowest of the compared OMol25 structures with the same formula, charge and spin: 697.4 kJ/mol. The calculation puts the calculated total energy at -6781.2846 eV. The calculation puts the HOMO energy (spin up / spin down) at -8.7 / -9.4 eV.